13
Properties=species:S:1:pos:R:3:forces:R:3:mulliken_charge:R:1 method="wB97M-V/def2-TZVPD" largest_force_ev_per_a=0.8 total_energy_ev=-39130.1243 de_lowest_ev=1.0361 gap_ev=8.67 homo_energy_ev=-8.53
C 0.0801 0.9356 -0.0516 0.161 0.436 0.235 -0.201
C 0.0928 -0.4881 -0.5336 -0.757 -0.250 -0.101 0.646
H 0.4244 0.2374 1.8454 0.018 -0.024 0.031 0.260
H 0.3358 1.9724 1.6956 -0.037 -0.375 -0.248 0.221
H -1.0724 -1.9447 -1.3403 -0.035 0.426 0.239 0.303
H -2.6598 -1.1849 0.8991 0.149 -0.033 -0.092 0.130
H 2.5484 0.6797 -0.4327 -0.028 -0.368 0.007 0.166
N 0.2587 1.0496 1.2757 -0.050 0.264 -0.108 -0.250
N -1.1414 -1.0163 -0.9222 0.088 -0.248 0.031 -0.271
N 1.1132 -1.2277 -0.6517 0.426 0.195 0.030 -0.503
S -0.0440 2.2018 -1.0882 0.000 -0.296 0.136 -0.247
S -2.6377 -0.5384 -0.2902 0.224 0.046 -0.123 -0.139
S 2.7020 -0.6764 -0.4053 -0.159 0.228 -0.037 -0.114